Entry 1:
A structure of composition C42H31ClIN2O3Y, computed with ωB97M-V with the def2-TZVPD basis set.

Computed properties:
Frontier orbital gap = 7.5 eV
HOMO energy = -7.75 eV
ΔE to the lowest compared entry with this formula, charge and spin = 4.6 kcal/mol
Energy = -2750.779343 Ha
LUMO energy = -0.0079 Eh

Geometry as XYZ:
```
81
Properties=species:S:1:pos:R:3:forces:R:3
I -3.852 -3.936 0.876 0.07 -0.08 0.02
Y -0.359 0.048 0.005 -0.18 0.07 0.25
Cl -7.634 0.188 -0.054 -0.06 0.01 0.00
O 0.035 0.814 1.932 0.03 0.00 -0.37
O -1.980 -1.401 0.232 0.17 -0.02 0.02
O 0.124 0.495 -1.984 0.23 0.15 0.08
N -2.578 1.142 -0.331 0.17 0.04 -0.01
N 2.250 -0.059 0.061 -0.24 -0.10 -0.08
C 1.125 0.226 -2.907 -0.11 -0.02 0.12
C -3.242 -1.081 0.194 0.04 0.00 0.00
C 1.342 2.939 6.045 0.02 0.01 -0.03
C -4.281 -1.961 0.424 -0.11 0.08 -0.02
C 2.468 4.758 0.880 0.01 0.03 -0.03
C -5.198 2.033 -0.568 0.05 0.05 -0.01
C 2.853 1.442 -4.303 0.00 -0.03 0.00
C -0.536 0.512 -4.739 0.00 -0.01 -0.02
C 3.687 2.515 -4.567 0.01 0.00 -0.01
C -0.291 1.234 4.594 -0.01 -0.01 -0.04
C 0.091 4.704 0.601 -0.01 -0.02 0.00
C -3.607 0.279 -0.116 -0.12 -0.04 -0.01
C 0.267 2.321 6.669 -0.03 -0.02 0.01
C 1.069 1.551 2.484 -0.06 -0.12 0.02
C 0.152 -1.848 -6.004 0.00 -0.01 -0.01
C -2.840 2.384 -0.674 0.02 -0.03 0.01
C 2.068 -0.837 -2.279 -0.03 -0.01 0.06
C 1.596 2.704 4.702 -0.01 0.00 0.03
C 0.473 -0.281 -4.194 -0.04 -0.03 -0.02
C -5.962 -0.273 0.039 0.09 0.01 0.00
C 3.644 3.642 -3.757 0.00 0.02 0.00
C -1.187 0.135 -5.900 0.00 0.03 0.02
C 2.856 -0.289 -1.121 0.18 0.05 0.05
C -4.953 0.692 -0.213 -0.01 -0.12 0.02
C 0.046 3.484 1.260 -0.02 0.05 -0.01
C 1.930 2.597 -2.420 0.04 0.08 0.02
C 2.420 3.535 1.537 -0.02 -0.02 0.01
C -4.146 2.875 -0.807 -0.02 -0.02 0.01
C 0.807 -1.464 -4.837 0.00 0.02 0.01
C -5.630 -1.557 0.350 0.01 0.04 0.00
C 1.209 2.879 1.732 0.01 0.03 0.03
C 0.784 1.847 3.964 0.00 0.02 0.02
C 1.305 5.347 0.407 0.06 0.00 -0.02
C 1.969 1.467 -3.224 -0.01 -0.02 -0.05
C 2.972 0.447 1.080 0.11 0.01 -0.03
C 4.948 0.508 -0.282 0.03 0.01 0.06
C 2.761 3.679 -2.690 -0.02 -0.02 0.02
C 2.351 0.683 2.434 0.00 0.00 -0.02
C -0.843 -1.051 -6.540 0.01 -0.02 -0.01
C 4.204 -0.012 -1.318 -0.09 -0.03 -0.08
C 4.325 0.733 0.930 -0.03 0.00 0.00
C -0.548 1.470 5.939 0.01 0.01 0.03
H -0.923 0.575 4.016 0.00 0.00 0.00
H 5.999 0.733 -0.411 0.00 0.00 -0.01
H 1.343 6.300 -0.106 0.01 0.00 0.00
H 3.343 3.099 1.894 -0.01 0.00 0.01
H 2.876 0.573 -4.952 0.00 0.00 0.00
H 4.287 4.488 -3.963 0.00 0.00 0.00
H 2.058 -0.273 2.874 -0.01 0.00 0.00
H -6.220 2.377 -0.652 0.00 0.02 -0.01
H 1.577 -2.114 -4.441 0.00 0.00 0.01
H 2.428 3.209 4.226 0.00 0.00 -0.01
H 0.066 2.506 7.716 0.00 0.00 0.00
H -1.391 0.985 6.415 0.00 0.00 0.01
H 4.646 -0.196 -2.287 0.00 -0.01 0.00
H -6.411 -2.280 0.538 -0.01 0.00 0.00
H -0.904 3.000 1.448 0.00 -0.02 -0.01
H -1.987 3.028 -0.858 0.00 -0.01 0.00
H -0.824 5.165 0.250 -0.01 -0.01 0.01
H 3.423 5.247 0.735 -0.01 0.01 0.00
H 0.426 -2.777 -6.488 -0.01 0.00 -0.01
H -1.967 0.764 -6.310 0.00 0.00 0.00
H 2.786 -1.210 -3.008 -0.02 0.01 -0.04
H 1.981 3.612 6.603 0.00 0.00 0.00
H 1.448 -1.684 -1.965 0.00 0.00 0.00
H -0.807 1.430 -4.233 0.00 0.00 0.00
H 1.251 2.646 -1.578 -0.02 -0.06 -0.02
H -4.300 3.906 -1.093 -0.02 0.00 0.00
H 4.363 2.476 -5.412 0.00 0.00 0.00
H 4.877 1.131 1.770 0.00 0.00 0.00
H 3.124 1.099 3.082 -0.02 0.02 0.02
H -1.353 -1.348 -7.447 0.00 -0.01 0.00
H 2.712 4.553 -2.054 0.01 0.02 0.01
```
Forces are in eV/Å.

---

Entry 2:
A structure of composition C42H31FeIN4O4P at a distorted geometry, computed with ωB97M-V with the def2-TZVPD basis set.

Computed properties:
Frontier orbital gap (spin up / spin down) = 6.8 / 6.9 eV
HOMO energy (spin up / spin down) = -4.47 / -4.57 eV
ΔE to the lowest compared entry with this formula, charge and spin = 15.7 kcal/mol
Spin multiplicity = 5
Total charge = -1
Energy = -4041.799896 Ha
LUMO energy (spin up / spin down) = 0.0855 / 0.0854 Eh

Geometry as XYZ:
```
84
Properties=species:S:1:pos:R:3:forces:R:3
I 1.497 2.708 -0.679 0.04 0.59 -0.40
Fe 1.303 -1.275 1.520 0.00 0.25 -0.48
P -0.838 0.664 -1.435 0.92 0.35 -0.53
O -0.240 -2.460 0.703 -0.68 -0.29 0.79
O 2.730 -1.446 0.024 1.02 0.49 0.76
O 1.104 -2.939 2.686 0.70 -0.32 0.96
O -0.108 -0.236 2.496 -0.30 -0.88 -0.69
N -0.139 -3.317 2.651 0.05 -1.15 1.01
N 3.624 0.466 1.035 0.40 0.05 0.76
N -0.851 -3.100 1.646 -0.72 0.32 -2.10
N 2.468 0.481 1.775 -0.53 0.11 0.01
C -0.141 5.204 -0.317 0.67 -0.88 -0.50
C 0.196 -5.157 4.241 -0.21 -0.21 -0.62
C -2.588 -1.211 -2.698 0.68 -0.82 1.18
C 2.140 1.595 2.325 0.61 -0.12 0.11
C -0.412 3.499 4.141 0.55 -0.24 -0.51
C -1.518 2.670 4.019 -1.79 0.52 0.17
C 0.784 3.122 3.585 -1.25 -1.43 -0.56
C 6.057 0.145 -0.259 -0.06 -0.12 0.59
C -2.569 -5.063 4.944 0.46 0.39 -0.42
C 1.061 -1.088 -5.235 0.72 0.47 -1.47
C -2.536 4.419 -1.527 -0.37 -1.05 -1.28
C -1.469 1.448 3.389 -0.37 -0.62 0.10
C -0.680 -4.277 3.627 -0.11 1.08 0.00
C 7.071 0.314 -1.171 -0.71 -0.12 -1.12
C -2.692 -0.920 -0.271 -0.84 -0.95 -1.06
C -2.937 1.916 -2.593 -0.19 1.51 0.17
C 6.868 -0.076 -2.508 1.12 0.49 0.77
C -0.347 -6.083 5.148 0.97 -0.57 -0.21
C 0.881 1.869 2.920 -0.30 0.86 0.82
C -1.440 3.536 -1.490 -0.03 -1.59 0.27
C 4.877 -0.502 -0.619 -0.24 -1.17 -0.43
C 0.059 0.844 -4.234 -0.67 0.39 -0.33
C -4.158 -2.497 -1.462 -0.42 0.91 0.85
C 0.523 0.209 -5.388 0.03 -0.84 1.11
C -3.548 -2.209 -2.656 0.37 0.90 -0.42
C -2.438 5.627 -0.933 2.37 1.43 1.48
C 4.757 -1.075 -1.880 1.21 1.03 0.63
C -0.232 0.968 2.868 0.27 0.90 1.06
C 1.170 -1.725 -3.997 -1.33 0.62 -0.25
C -3.760 4.107 -2.206 0.74 -0.96 0.20
C -2.129 -0.597 -1.521 -0.80 -0.20 0.63
C 0.076 0.172 -3.003 -1.15 1.06 0.26
C -0.204 3.912 -0.901 -0.48 1.88 0.87
C -3.959 2.890 -2.773 -0.07 -0.47 -0.07
C 5.750 -0.800 -2.806 -0.47 -0.07 -0.55
C -1.662 -6.023 5.499 -3.04 0.76 0.60
C 3.682 -0.585 0.263 -0.78 0.49 -0.77
C -2.049 -4.196 3.954 -0.30 0.17 0.90
C -3.779 -1.844 -0.290 1.07 0.46 0.74
C 0.561 -1.108 -2.904 1.27 -0.75 1.22
C -1.265 6.039 -0.319 -0.44 0.07 -0.01
C -1.779 2.214 -1.924 0.55 -1.77 -0.67
H 1.609 3.789 3.625 0.80 0.37 -0.06
H -5.042 -3.096 -1.471 -0.26 -0.70 0.21
H -0.454 1.821 -4.348 0.48 -0.59 0.34
H 0.217 -6.941 5.552 0.11 0.84 -0.18
H -3.658 -4.958 5.297 1.96 -0.30 -0.61
H 1.458 -1.517 -6.184 -0.28 -0.12 1.01
H 6.174 0.487 0.765 -0.10 0.06 -0.18
H 1.504 -2.733 -3.880 0.46 -0.37 -0.19
H 7.593 0.179 -3.300 -0.36 -0.23 0.56
H 5.629 -1.057 -3.828 -0.29 -0.57 -0.80
H -3.869 -2.665 -3.573 -0.07 -0.31 -0.24
H 3.897 -1.642 -2.090 -0.94 -0.51 -0.41
H -2.006 -1.040 -3.573 -0.05 0.27 -0.85
H 7.957 0.816 -0.888 0.84 0.45 0.27
H -2.481 3.113 4.395 0.87 -0.88 -0.32
H 0.532 -1.585 -1.879 0.12 0.25 -1.34
H -3.255 6.259 -0.915 -1.64 1.29 -0.04
H -4.479 4.876 -2.163 -1.00 0.69 -0.21
H -4.883 2.548 -3.273 0.47 0.64 0.28
H -2.323 0.730 3.347 0.68 0.87 0.03
H 0.398 0.660 -6.376 0.23 -0.13 0.38
H -4.258 -2.091 0.665 0.08 0.03 -0.43
H -0.504 4.464 4.557 -0.18 0.89 0.61
H -2.632 -3.343 3.554 0.35 -0.88 0.10
H -2.127 -6.653 6.284 0.77 0.05 -0.61
H -1.258 7.018 0.177 0.25 -0.45 -0.23
H 2.812 2.470 2.362 0.23 -0.61 -0.44
H 1.233 -5.119 3.889 -0.37 -0.21 0.46
H -3.117 0.927 -2.948 -0.12 -0.26 -0.09
H -2.251 -0.508 0.650 -0.44 -0.22 -0.43
H 0.815 5.563 0.110 -0.75 -0.37 -0.18
```
Forces are in eV/Å.

---

Entry 3:
A structure of composition C42H32F2N4PS3V at a distorted geometry, computed with ωB97M-V with the def2-TZVPD basis set.

Computed properties:
Frontier orbital gap (spin up / spin down) = 4.1 / 6.0 eV
HOMO energy (spin up / spin down) = 0.10 / -1.80 eV
ΔE to the lowest compared entry with this formula, charge and spin = 30.3 kcal/mol
Spin multiplicity = 3
Total charge = -2
Energy = -4518.476295 Ha
LUMO energy (spin up / spin down) = 0.1550 / 0.1550 Eh

Geometry as XYZ:
```
85
Properties=species:S:1:pos:R:3:forces:R:3
V 1.577 1.642 -0.671 -0.39 1.94 -1.29
S 1.024 3.687 -1.029 -0.19 0.02 0.26
S -5.361 0.470 -0.704 -0.10 -0.03 -0.11
S -2.201 0.024 0.580 0.02 0.10 0.01
P -4.160 -0.004 0.792 -0.04 -0.07 0.14
F 3.366 -1.270 3.314 -0.04 0.01 0.02
F 5.348 -2.354 -0.761 0.06 -0.08 -0.04
N 1.083 -1.781 -0.679 -0.10 0.05 -0.04
N 1.877 1.252 -2.474 0.42 -1.19 -1.85
N 0.113 -3.647 -1.307 0.02 0.08 0.03
N 1.088 1.675 1.223 -0.62 -0.52 2.96
C 0.385 1.521 3.910 -0.03 0.12 -0.28
C -1.365 -0.121 -3.490 -0.08 -0.09 0.02
C -4.415 3.244 3.241 0.00 0.02 0.02
C -4.636 1.080 2.200 -0.01 -0.01 -0.14
C 0.178 -0.387 -5.320 0.01 0.01 0.04
C 5.259 2.680 -2.352 0.02 -0.10 0.02
C 0.914 0.671 -3.261 -0.32 -0.13 -0.45
C 1.445 0.787 3.417 0.03 -0.06 0.24
C 3.007 0.336 0.013 -0.04 -1.56 0.95
C 1.771 0.851 2.060 -0.16 0.08 0.16
C 3.484 2.234 -0.718 0.68 1.28 -0.56
C 4.377 -1.798 1.303 0.01 -0.13 0.09
C 1.193 0.250 -4.589 -0.08 0.10 0.16
C -1.080 -0.575 -4.778 -0.02 -0.04 -0.10
C -5.231 -2.577 0.583 -0.08 0.03 0.09
C 3.514 -0.977 1.987 0.14 -0.01 0.04
C -5.618 0.746 3.126 0.06 0.03 -0.04
C 3.892 -0.504 -0.679 0.18 0.00 -0.08
C -4.573 -1.687 1.424 0.10 -0.02 -0.26
C 0.972 -2.647 -1.653 0.00 -0.18 0.10
C 1.733 -2.658 -2.932 -0.10 0.01 -0.01
C -0.345 -3.385 -0.033 0.03 -0.03 0.09
C -4.046 2.339 2.258 0.05 0.03 0.08
C 3.999 2.164 -2.046 0.03 0.03 0.21
C -5.454 -3.890 0.978 0.02 -0.01 0.05
C -5.979 1.648 4.117 -0.05 0.00 0.08
C -4.098 -2.139 2.652 -0.02 0.01 -0.01
C -0.338 2.323 3.039 0.06 -0.09 0.25
C 0.051 2.371 1.718 -0.05 0.12 -0.01
C 5.562 3.308 -0.055 0.05 0.01 0.04
C -5.381 2.898 4.178 -0.03 -0.01 0.02
C -0.380 0.491 -2.743 0.24 -0.03 -0.09
C 4.298 2.836 0.251 -0.05 -0.06 -0.04
C 4.528 -1.535 -0.049 -0.13 0.31 0.02
C 6.050 3.234 -1.360 0.05 0.05 0.01
C 2.810 0.071 1.398 0.31 -0.14 -0.22
C 2.505 0.497 -5.098 0.18 -0.03 -0.08
C 0.274 -2.232 0.335 -0.02 -0.06 0.01
C 3.110 1.526 -2.999 0.28 0.12 -0.39
C -4.326 -3.447 3.051 0.02 0.00 0.11
C -5.009 -4.324 2.218 -0.02 -0.08 -0.06
C 3.429 1.147 -4.305 -0.11 0.00 0.11
H 7.031 3.631 -1.597 -0.01 -0.01 -0.02
H -5.974 -4.573 0.316 0.02 0.00 -0.01
H 0.400 -0.745 -6.321 0.01 0.05 -0.01
H 4.422 1.353 -4.685 0.01 0.01 0.01
H -6.732 1.374 4.848 -0.02 0.00 -0.02
H -1.059 -4.022 0.461 -0.04 0.07 0.01
H 1.066 -2.590 -3.793 -0.01 0.05 -0.03
H 2.406 -1.805 -2.954 0.03 0.02 -0.01
H -5.177 -5.349 2.529 -0.01 0.01 0.01
H -3.947 4.221 3.283 0.00 0.00 -0.04
H 2.762 0.179 -6.102 -0.03 0.01 -0.01
H 3.923 2.931 1.266 0.02 -0.01 0.01
H -5.560 -2.216 -0.384 -0.06 0.01 0.01
H 0.123 1.465 4.960 0.00 -0.01 0.01
H 4.092 -0.352 -1.733 -0.06 -0.02 -0.04
H -3.960 -3.791 4.012 0.01 0.02 -0.01
H -5.673 3.603 4.948 0.02 -0.01 0.01
H 5.621 2.670 -3.375 0.00 -0.05 0.00
H 0.177 -1.682 1.256 -0.07 -0.02 0.00
H -3.293 2.596 1.521 0.03 -0.02 0.02
H 6.177 3.752 0.722 -0.03 0.02 0.00
H 2.015 0.161 4.084 0.01 -0.01 -0.09
H -1.188 2.897 3.377 -0.04 0.01 -0.07
H -3.531 -1.467 3.286 -0.01 0.01 0.00
H -1.851 -1.070 -5.360 0.00 0.02 0.00
H 2.317 -3.578 -3.014 0.05 0.04 -0.01
H -0.455 3.004 1.004 0.05 -0.02 -0.07
H -0.171 -4.412 -1.889 0.00 -0.01 -0.07
H 4.892 -2.609 1.797 0.00 0.02 0.00
H -0.612 0.829 -1.738 -0.12 0.02 -0.01
H -2.355 -0.249 -3.070 0.04 0.02 0.07
H -6.106 -0.220 3.064 0.00 0.00 0.03
```
Forces are in eV/Å.